Record 1
This record from the Open Molecules 2025 dataset describes C28H29N2O5PtSe2 as an isolated structure. The level of theory is wB97M-V/def2-TZVPD.

```
67
Properties=species:S:1:pos:R:3:forces:R:3:nbo_charge:R:1
Pt 1.467536 -0.393792 0.057173 -0.069 -0.731 0.331 0.3842
O 0.657177 4.224612 3.389631 0.027 -0.007 0.022 -0.7362
C 1.598502 3.174343 3.628662 -0.026 0.029 -0.031 -0.0549
C 1.560321 2.138686 2.491812 0.068 0.045 -0.023 -0.1350
C 0.183103 1.457808 2.555985 -0.032 -0.053 0.048 -0.0849
O 0.066641 0.564372 3.664105 0.013 0.067 -0.026 -0.7543
C 2.746964 1.211366 2.792585 -0.142 0.020 0.075 -0.5701
Se 3.327809 -0.074680 1.428321 0.400 -0.014 -0.099 -0.1815
C 1.784841 2.855660 1.151786 0.074 -0.131 0.080 -0.5798
Se 1.395982 1.845384 -0.499034 -0.211 0.801 -0.384 -0.0072
H 0.501560 4.676464 4.221916 -0.029 -0.005 0.002 0.4643
H 1.355562 2.652202 4.560514 0.027 0.002 0.007 0.1767
H 2.606906 3.596007 3.715877 -0.005 0.014 -0.040 0.1520
H -0.024235 0.920383 1.634336 0.017 0.049 0.013 0.2037
H -0.572041 2.239555 2.666874 -0.015 -0.011 0.015 0.1806
H 0.133188 -0.324027 3.294840 -0.023 -0.051 -0.021 0.4913
H 2.553798 0.659224 3.711704 -0.048 0.001 -0.018 0.2251
H 3.617712 1.849236 2.957035 0.033 -0.042 0.021 0.1964
H 2.824320 3.189356 1.119006 -0.001 0.003 -0.016 0.2034
H 1.140533 3.731545 1.079628 -0.034 -0.024 -0.005 0.2298
C 6.117515 -0.739400 -1.444477 0.062 0.043 0.054 -0.7185
C 4.737792 -0.957400 -2.024210 0.128 -0.195 0.571 0.5651
O 3.977673 -1.716450 -1.458487 -0.035 0.204 -0.666 -0.5315
C 4.391318 -0.188990 -3.260497 -0.009 -0.101 0.051 -0.0925
C 3.071783 -0.124148 -3.691039 -0.039 0.083 -0.056 -0.1707
C 2.746379 0.617831 -4.818107 0.072 -0.110 0.200 -0.1995
C 3.738858 1.279963 -5.525788 -0.092 0.065 -0.091 -0.2030
C 5.059654 1.213757 -5.106285 0.018 -0.011 0.006 -0.2367
C 5.381956 0.488624 -3.971562 0.007 -0.024 0.003 -0.2009
H 6.169565 -1.254649 -0.489210 0.004 0.006 -0.014 0.2435
H 6.302995 0.325369 -1.297548 0.020 -0.004 0.035 0.2294
H 6.885985 -1.126667 -2.117846 0.003 -0.012 0.016 0.2129
H 2.298909 -0.625653 -3.127609 -0.074 -0.051 0.115 0.2582
H 1.710507 0.681659 -5.110877 -0.114 0.035 -0.101 0.2239
H 3.480442 1.862831 -6.402155 0.001 -0.011 0.006 0.2037
H 5.835360 1.734230 -5.654887 -0.019 -0.003 0.003 0.2032
H 6.411600 0.451695 -3.639197 -0.043 0.014 -0.028 0.2056
O -0.728094 -0.331461 -2.881235 0.165 0.064 -0.122 -0.6495
C -1.149353 -0.684312 -1.801002 0.140 0.042 -0.112 0.7943
N -2.485974 -0.852956 -1.519679 -0.069 -0.070 0.002 -0.6498
C -2.728461 -1.250968 -0.161473 -0.014 -0.056 -0.033 -0.0364
C -1.256159 -1.327488 0.333803 0.027 0.005 -0.085 0.6977
O -0.949314 -1.626658 1.478450 0.009 -0.034 0.070 -0.6703
N -0.410985 -0.998372 -0.669667 -0.173 0.123 0.173 -0.7286
C -3.431797 -2.609834 -0.062732 -0.013 0.027 0.030 -0.0126
C -3.282169 -3.428390 1.054073 -0.011 0.015 -0.029 -0.1528
C -3.965765 -4.632517 1.138775 0.016 0.006 0.014 -0.2262
C -4.813891 -5.036549 0.118193 0.004 -0.024 0.024 -0.2263
C -4.967627 -4.226608 -0.995715 -0.002 0.015 -0.026 -0.2142
C -4.279492 -3.025105 -1.084115 0.000 0.002 0.016 -0.2036
C -3.508736 -0.207620 0.645040 0.016 0.022 0.029 -0.0218
C -3.525410 -0.253076 2.037652 -0.010 -0.004 -0.022 -0.1422
C -4.243830 0.683185 2.763707 0.021 -0.017 0.012 -0.2223
C -4.968071 1.673484 2.114896 0.000 0.000 0.013 -0.2227
C -4.956855 1.724311 0.730969 -0.001 0.006 -0.005 -0.2129
C -4.227369 0.793498 0.003228 0.001 0.017 -0.005 -0.2061
H -3.172083 -0.612619 -2.208895 -0.001 -0.015 0.006 0.4024
H -2.605051 -3.128606 1.841091 0.000 -0.008 0.003 0.2363
H -3.825456 -5.260400 2.010021 -0.009 -0.009 -0.005 0.2060
H -5.343928 -5.978225 0.188019 -0.004 0.001 -0.003 0.2039
H -5.620147 -4.530469 -1.805027 -0.001 -0.001 0.001 0.2044
H -4.401083 -2.413749 -1.968342 -0.004 -0.007 -0.005 0.2041
H -2.940645 -1.001443 2.551906 -0.003 0.008 0.009 0.2311
H -4.221331 0.643936 3.845524 -0.006 0.007 -0.001 0.2088
H -5.523857 2.406956 2.685476 -0.004 0.001 -0.003 0.2040
H -5.504188 2.499379 0.208913 0.000 0.001 0.001 0.2044
H -4.207323 0.876398 -1.074838 0.012 -0.007 -0.001 0.2053
```
Forces are in eV/Å.

The HOMO energy is -4.131 eV. As for the total charge: -1. The frontier orbital gap comes out at 6.80 eV.


Record 2
This record from the Open Molecules 2025 dataset describes a 6-piece molecular cluster, C17H49N3O8 overall. The level of theory is wB97M-V/def2-TZVPD.

```
77
Properties=species:S:1:pos:R:3:forces:R:3:lowdin_charge:R:1
C 3.947691 1.137702 4.906265 0.111 0.144 -0.797 -0.2429
C 3.571161 1.309812 3.388425 0.361 -0.121 1.947 -0.2563
O 3.538381 0.037172 2.790575 -0.160 -0.551 0.531 -0.0959
O 5.283851 0.671742 5.066055 -0.381 0.032 0.202 -0.0772
H 3.212511 0.515382 5.416515 -0.063 -0.919 -0.461 0.1052
H 3.820441 2.011792 5.544915 0.501 0.739 -0.675 0.1064
H 4.323351 1.852752 2.816135 -0.087 0.812 0.477 0.1137
H 2.597951 1.797832 3.441465 -0.146 0.134 -0.659 0.1014
H 3.034711 0.146002 1.980595 -0.401 0.062 -0.489 0.0303
H 5.339741 -0.119788 4.525735 0.106 -0.184 -0.118 0.0726
C -1.507109 -1.554928 2.321315 0.483 3.080 0.375 -0.2436
C -0.748459 -0.210318 2.694765 0.442 -0.961 1.615 -0.2673
O -1.118869 0.951032 2.029865 1.397 0.475 -0.796 -0.1186
O -1.175509 -1.882728 1.010765 0.611 -1.165 -0.515 -0.0927
H -2.550549 -1.243398 2.273515 -0.421 -0.591 0.898 0.0852
H -1.260059 -2.331318 3.045395 -0.197 -0.079 -0.299 0.1170
H 0.333071 -0.329208 2.629395 0.207 -0.335 -0.966 0.0958
H -0.743779 0.049492 3.753345 -0.939 -0.557 0.707 0.0999
H -2.044819 0.992102 1.779765 -1.100 -0.506 -0.114 0.0009
H -1.200409 -1.044288 0.543855 0.080 0.247 -0.706 0.0334
C -1.290939 4.115652 1.788605 -0.327 0.963 0.031 -0.1766
O -1.233179 4.560692 0.433245 0.247 -0.820 0.463 -0.1300
H -0.448269 3.524462 2.147075 0.258 0.021 -0.344 0.0600
H -1.330089 5.051882 2.345435 -0.223 -0.261 0.448 0.0745
H -2.179319 3.502262 1.939075 -0.180 0.106 0.280 0.0573
H -1.078259 3.736272 -0.033585 0.281 0.153 -0.897 0.0321
C 2.346151 -0.072658 -1.058925 -0.170 -0.756 -0.358 -0.1187
C 2.006481 1.326472 -0.723015 -1.511 2.141 -0.494 -0.3985
C 0.948291 2.028342 -1.756095 -0.181 -0.738 0.779 -0.1699
O 0.597591 3.415392 -1.590285 -0.646 -0.791 0.893 -0.2454
C 1.456701 4.476852 -1.952475 0.027 -1.311 0.178 -0.1136
N 1.554181 1.327662 0.713045 1.275 0.555 -2.090 0.0739
H 2.471251 -0.237118 -2.129155 0.489 -0.066 0.036 0.0672
H 1.543541 -0.745838 -0.757695 -0.336 0.025 -0.037 0.0643
H 3.184131 -0.372758 -0.429775 0.411 -0.122 -0.416 0.0749
H 2.835091 2.020752 -0.862585 0.596 -0.299 0.527 0.1204
H -0.028549 1.553302 -1.665405 0.003 -0.289 0.373 0.0745
H 1.196701 1.776932 -2.787205 0.671 0.339 -0.265 0.0950
H 1.726401 4.263422 -2.986785 0.598 0.614 -0.118 0.0818
H 2.289521 4.478132 -1.249255 0.502 0.262 -0.345 0.0767
H 0.916231 5.416762 -1.840425 -0.137 -0.171 -0.130 0.0843
H 0.726421 0.749922 0.679405 -0.614 0.294 0.468 0.0359
H 1.311851 2.305002 0.791645 -0.719 0.112 0.965 0.0620
C 0.760031 -6.392808 -1.585085 0.096 0.496 0.702 -0.0522
C 0.459761 -4.898208 -1.318135 0.228 0.671 -1.364 -0.4656
C 0.657431 -4.013338 -2.555115 1.335 0.791 -0.318 -0.2333
O 1.923161 -4.183738 -3.204565 0.134 -0.358 0.561 -0.2072
C 3.027461 -3.766738 -2.392495 0.885 -0.664 -1.553 -0.1265
N -0.909189 -4.757558 -0.965945 -1.369 -0.647 0.737 0.0245
H 0.464951 -6.980768 -0.715985 0.266 0.134 0.306 0.0660
H 1.805731 -6.582478 -1.827235 -0.057 0.020 -0.059 0.0663
H 0.124571 -6.813408 -2.364435 0.040 0.419 -0.418 0.0728
H 1.032151 -4.360678 -0.562145 0.359 -0.938 0.478 0.1275
H 0.663551 -2.947528 -2.326825 -0.487 0.236 0.871 0.0921
H -0.175829 -4.064168 -3.255965 0.262 -0.763 -0.433 0.1084
H 3.275671 -2.710508 -2.496705 -0.632 0.326 0.372 0.0696
H 3.879191 -4.243768 -2.877365 0.189 -0.146 -0.101 0.0764
H 3.115001 -4.119188 -1.364765 -0.808 0.139 0.165 0.0813
H -1.170949 -3.812998 -0.722285 0.025 0.244 0.097 0.0464
H -1.442659 -5.038898 -1.776115 -0.492 0.082 0.029 0.0583
C -5.254009 0.199722 -0.503145 -0.240 0.263 -0.314 -0.0898
C -3.761739 0.418212 -0.227055 -1.417 -1.553 -1.519 -0.4500
C -3.068239 1.429172 -1.116045 -0.143 0.150 -0.718 -0.2121
O -3.521379 1.292542 -2.476925 0.679 0.833 0.309 -0.1942
C -2.797369 2.087572 -3.440285 -0.267 -0.266 0.055 -0.1483
N -3.641239 0.781522 1.148325 0.350 1.132 1.370 0.0258
H -5.643749 1.167862 -0.817655 -0.642 -0.107 0.213 0.0779
H -5.686479 -0.177808 0.423435 -0.313 0.423 0.138 0.0584
H -5.576739 -0.566288 -1.208255 0.617 0.176 -0.565 0.0658
H -3.311009 -0.550558 -0.442515 0.498 -0.059 0.428 0.1199
H -2.000299 1.242832 -1.002525 0.391 -0.080 -0.342 0.0886
H -3.224679 2.450322 -0.768365 -0.311 0.325 0.093 0.1198
H -1.755239 1.781262 -3.531095 -0.023 -0.421 -0.115 0.0634
H -2.744159 3.169932 -3.322965 -0.345 0.256 1.115 0.0729
H -3.334409 2.024352 -4.386695 0.130 -0.681 -0.024 0.0752
H -4.287739 0.282992 1.742975 0.171 -0.916 -0.048 0.0817
H -4.056779 1.694472 1.266445 0.175 0.766 -0.254 0.0908
```
Forces are in eV/Å.

Its spin multiplicity is 2. The HOMO energy (spin up / spin down) is 0.688 / -6.280 eV. As for the total charge: -1. The frontier orbital gap (spin up / spin down) comes out at 2.12 / 8.93 eV.


Record 3
This record from the Open Molecules 2025 dataset describes one molecule with the formula C3H2ClNO2. The level of theory is wB97M-V/def2-TZVPD.

```
9
Properties=species:S:1:pos:R:3:forces:R:3:nbo_charge:R:1
C -0.827698 -1.219119 0.020818 -0.094 -0.255 0.128 0.3848
C -0.430947 -0.941324 1.290625 -0.082 0.033 -0.298 -0.0931
C 0.324968 0.503576 -0.081196 0.364 0.526 -0.665 0.4589
H -1.882135 -2.788446 0.266034 0.259 0.522 -0.801 0.4863
H -0.568682 -1.350654 2.276204 -0.040 -0.053 -0.163 0.2178
N -0.326460 -0.283912 -0.862303 -0.079 -0.109 0.478 -0.4744
O -1.589454 -2.218501 -0.480610 -0.106 -0.332 0.959 -0.6412
O 0.336438 0.211141 1.206812 -0.062 -0.084 0.212 -0.3992
Cl 1.197779 1.889798 -0.570424 -0.159 -0.249 0.150 0.0602
```
Forces are in eV/Å.

The HOMO energy is -9.092 eV. As for the structure (SMILES): Oc1coc(Cl)n1. The energy relative to the best compared isomer or geometry (same formula, charge and spin) comes out at 66.9 kJ/mol. The frontier orbital gap comes out at 9.65 eV.


no.,F_max (eV/A)
1,0.91
2,3.14
3,1.02